Entry 1:
ORCA calculation (ωB97M-V/def2-TZVPD) on a 2-piece molecular cluster, C5H11NO overall in a non-equilibrium geometry.

ORCA input file:
```
! wB97M-V def2-TZVPD RIJCOSX def2/J DEFGRID3
* xyz 0 1
C 0.317 0.837 1.266
C 0.515 -1.833 -0.803
C -0.221 -1.282 -1.938
C 0.340 1.964 -0.855
C -0.526 0.211 2.322
N -0.219 1.354 0.178
O 0.297 -2.577 -1.963
H -1.229 1.254 0.121
H 1.379 0.925 1.404
H 1.537 -1.518 -0.628
H -0.027 -2.159 0.077
H -1.302 -1.212 -1.888
H 0.263 -0.563 -2.588
H -0.277 2.328 -1.647
H 1.397 2.136 -0.863
H -1.554 0.105 1.977
H -0.539 0.808 3.238
H -0.151 -0.777 2.590
*
```

HOMO level: -6.5 eV
relative energy (zero: lowest compared OMol25 entry of this formula, charge and spin): 444.9 kJ/mol

---

Entry 2:
ORCA calculation (ωB97M-V/def2-TZVPD) on a 2-piece molecular cluster, C2H11N2 overall in a non-equilibrium geometry.

ORCA input file:
```
! wB97M-V def2-TZVPD RIJCOSX def2/J DEFGRID3
* xyz 1 1
N 0.237 1.589 1.677
H -0.766 1.804 1.707
H 0.257 0.215 0.446
H 0.490 1.607 2.664
H 0.630 2.437 1.292
C 0.037 0.104 -1.686
N 0.401 -0.464 -0.340
C -0.480 -1.671 0.066
H -0.867 0.687 -1.563
H -0.027 -0.746 -2.346
H 0.843 0.775 -1.972
H 1.366 -0.753 -0.294
H -1.132 -1.236 0.813
H -1.131 -1.837 -0.786
H 0.142 -2.511 0.320
*
```

HOMO level: -15.6 eV
relative energy (zero: lowest compared OMol25 entry of this formula, charge and spin): 58.8 kJ/mol

---

Entry 3:
ORCA calculation (ωB97M-V/def2-TZVPD) on C42H65AsAuNO3Si4 as an isolated structure in a non-equilibrium geometry.

ORCA input file:
```
! wB97M-V def2-TZVPD RIJCOSX def2/J DEFGRID3
* xyz 0 3
Au 0.474 0.334 0.151
C -6.613 0.043 -1.860
C -5.477 0.290 -2.613
C -4.356 0.831 -2.012
C -4.332 1.122 -0.650
C -5.475 0.848 0.094
C -6.609 0.324 -0.504
Si -2.730 1.810 0.113
C -2.245 3.340 -0.901
C -3.055 3.846 -1.916
C -2.764 5.047 -2.538
C -1.668 5.787 -2.131
C -0.860 5.308 -1.114
C -1.141 4.094 -0.512
C -3.009 2.502 1.857
C -4.114 3.314 2.102
C -4.311 3.910 3.334
C -3.402 3.701 4.357
C -2.294 2.902 4.130
C -2.097 2.317 2.891
H -7.496 -0.364 -2.329
H -5.470 0.063 -3.670
H -3.472 1.019 -2.604
H -5.479 1.047 1.155
H -7.495 0.139 0.088
H -3.932 3.296 -2.223
H -3.407 5.418 -3.324
H -1.450 6.738 -2.597
H -0.019 5.900 -0.784
H -0.510 3.716 0.278
H -4.826 3.490 1.307
H -5.168 4.548 3.494
H -3.551 4.167 5.320
H -1.576 2.747 4.923
H -1.210 1.727 2.715
C -0.353 -4.340 -3.152
Si 1.244 -4.276 -2.085
C 2.470 -3.181 -3.063
C 1.947 -6.055 -2.033
As 0.840 -3.269 0.017
Si -0.707 -4.826 0.964
C -2.426 -4.743 0.118
C -0.276 -6.695 1.002
C -0.980 -4.264 2.778
Si 2.810 -3.822 1.205
C 4.187 -2.860 0.314
C 2.604 -3.106 2.962
C 3.443 -5.618 1.452
H -0.285 -5.099 -3.925
H -0.535 -3.388 -3.642
H -1.229 -4.564 -2.550
H 2.862 -3.680 -3.944
H 3.314 -2.896 -2.441
H 1.980 -2.268 -3.391
H 2.058 -6.475 -3.028
H 1.296 -6.714 -1.467
H 2.924 -6.070 -1.560
H -2.384 -5.069 -0.916
H -2.830 -3.736 0.132
H -3.138 -5.386 0.627
H -0.517 -7.176 0.060
H -0.837 -7.205 1.780
H 0.777 -6.860 1.200
H -0.606 -3.253 2.921
H -0.460 -4.912 3.476
H -2.030 -4.268 3.051
H 3.757 -1.919 -0.019
H 4.574 -3.396 -0.550
H 5.034 -2.642 0.962
H 2.125 -2.132 2.910
H 3.564 -2.980 3.452
H 1.997 -3.751 3.588
H 3.751 -6.083 0.521
H 2.690 -6.252 1.907
H 4.303 -5.619 2.115
C -1.958 -1.397 -1.739
O -1.679 -0.087 -1.345
C -1.586 0.246 0.058
C -2.106 -0.828 0.995
H -2.921 -1.746 -1.349
H -1.155 -2.087 -1.422
H -2.018 -1.380 -2.828
H -1.542 -1.758 0.877
H -3.164 -1.038 0.826
H -1.997 -0.490 2.021
C 2.214 4.514 0.399
C 2.289 2.993 0.291
O 1.398 2.376 0.922
C 3.298 2.429 -0.523
C 4.250 3.274 -1.110
C 5.292 3.029 -1.989
C 5.660 1.833 -2.633
C 4.915 0.704 -2.745
C 3.529 0.578 -2.286
H 1.364 4.768 1.026
H 2.083 4.956 -0.586
H 3.110 4.925 0.859
H 4.212 4.306 -0.797
H 5.942 3.874 -2.182
H 6.644 1.831 -3.082
H 5.388 -0.192 -3.130
H 3.204 -0.467 -2.321
C 2.971 2.380 -3.916
N 2.571 1.382 -2.972
C 1.218 0.937 -2.986
C 3.473 0.913 -0.638
C 4.840 0.569 0.010
O 2.554 0.090 -0.136
H 2.163 2.570 -4.621
H 3.852 2.042 -4.466
H 3.230 3.319 -3.412
H 0.604 1.630 -3.557
H 0.820 0.890 -1.959
H 1.116 -0.070 -3.414
H 5.592 1.330 -0.158
H 5.203 -0.377 -0.377
H 4.673 0.471 1.079
*
```

HOMO level (spin up / spin down): -7.0 / -6.8 eV

---

Entry 4:
ORCA calculation (ωB97M-V/def2-TZVPD) on a 11-piece molecular cluster, C45H65N9O6 overall in a non-equilibrium geometry.

ORCA input file:
```
! wB97M-V def2-TZVPD RIJCOSX def2/J DEFGRID3
* xyz -1 2
N -19.602 -13.051 16.164
C -18.671 -12.470 15.389
C -18.106 -13.098 14.341
C -18.391 -14.453 14.153
C -19.226 -15.143 15.057
C -19.858 -14.359 16.024
H -18.544 -11.417 15.594
H -17.411 -12.626 13.662
H -17.920 -14.912 13.297
H -19.369 -16.210 14.966
H -20.621 -14.857 16.604
N -18.392 -20.687 23.652
C -17.859 -19.432 23.326
C -18.233 -18.781 22.167
C -18.997 -19.500 21.214
C -19.424 -20.812 21.475
C -19.156 -21.275 22.754
H -17.105 -19.019 23.979
H -17.874 -17.783 21.965
H -19.342 -18.968 20.340
H -20.129 -21.301 20.820
H -19.628 -22.218 22.988
N -19.884 -16.754 18.679
C -21.088 -17.091 19.230
C -21.944 -16.280 19.990
C -21.275 -15.096 20.450
C -20.022 -14.743 19.970
C -19.379 -15.544 19.044
H -21.298 -18.134 19.041
H -22.693 -16.776 20.590
H -21.747 -14.571 21.267
H -19.528 -13.845 20.310
H -18.382 -15.381 18.663
C -13.964 -13.210 21.269
C -13.957 -13.813 22.601
O -15.321 -13.784 22.794
C -16.026 -13.747 21.633
O -17.163 -14.144 21.507
O -15.192 -13.380 20.682
H -13.167 -13.662 20.678
H -13.682 -12.159 21.333
H -13.460 -13.180 23.336
H -13.509 -14.807 22.598
C -19.191 -10.688 19.563
C -18.441 -10.832 20.981
O -19.446 -10.856 21.993
C -20.639 -10.607 21.374
O -21.612 -10.582 22.079
O -20.493 -10.404 20.043
H -19.301 -11.564 18.923
H -18.830 -9.994 18.804
H -17.770 -9.988 21.141
H -17.906 -11.778 20.894
C -25.495 -17.907 23.338
C -25.523 -16.967 22.202
C -25.251 -15.575 22.785
C -26.197 -15.062 23.798
N -26.932 -14.601 24.611
H -25.994 -18.858 23.155
H -25.960 -17.556 24.259
H -24.483 -18.101 23.693
H -26.510 -16.883 21.746
H -24.766 -17.386 21.539
H -25.385 -14.730 22.110
H -24.239 -15.527 23.189
C -16.231 -16.588 16.905
C -15.688 -16.634 18.345
C -16.287 -17.709 19.238
C -16.573 -19.111 18.688
N -16.699 -20.222 18.311
H -15.768 -15.752 16.380
H -17.316 -16.533 16.998
H -16.028 -17.462 16.287
H -15.722 -15.640 18.791
H -14.606 -16.763 18.330
H -17.190 -17.262 19.654
H -15.678 -17.876 20.126
C -23.498 -20.614 20.560
C -24.510 -21.692 20.059
C -25.444 -22.236 21.254
C -24.639 -23.077 22.103
N -23.940 -23.801 22.787
H -24.062 -19.878 21.133
H -22.949 -20.139 19.747
H -22.760 -20.926 21.299
H -23.993 -22.549 19.628
H -25.125 -21.267 19.266
H -26.348 -22.817 21.072
H -25.790 -21.431 21.902
C -26.379 -14.842 17.432
C -25.102 -15.554 17.975
C -24.033 -15.960 16.914
C -23.740 -14.948 15.881
N -23.605 -14.154 15.096
H -26.971 -15.529 16.827
H -26.048 -14.002 16.822
H -27.061 -14.319 18.103
H -25.304 -16.522 18.433
H -24.654 -14.982 18.787
H -24.338 -16.831 16.335
H -23.037 -16.141 17.318
C -19.051 -21.659 15.690
C -20.285 -20.810 15.580
C -20.000 -19.454 16.023
C -21.122 -18.597 15.798
N -22.048 -17.853 15.566
H -18.707 -21.638 16.724
H -18.200 -21.261 15.136
H -19.309 -22.676 15.397
H -20.935 -21.179 16.373
H -20.806 -20.972 14.636
H -19.179 -19.006 15.464
H -19.743 -19.391 17.081
C -24.206 -12.703 26.759
C -23.261 -11.536 26.480
C -22.924 -11.420 24.967
C -22.601 -12.665 24.320
N -22.300 -13.679 23.759
H -24.376 -12.719 27.836
H -23.948 -13.645 26.275
H -25.180 -12.651 26.275
H -22.245 -11.640 26.862
H -23.606 -10.581 26.877
H -22.226 -10.647 24.645
H -23.788 -11.151 24.359
*
```

HOMO level (spin up / spin down): -0.5 / -5.0 eV

---

Entry 5:
ORCA calculation (ωB97M-V/def2-TZVPD) on an isolated ion of composition C4H6FNO2PS2 and charge +1 in a non-equilibrium geometry.

ORCA input file:
```
! wB97M-V def2-TZVPD RIJCOSX def2/J DEFGRID3
* xyz 1 1
C -1.083 0.896 -2.397
C 0.137 0.552 -2.047
P 0.463 -0.278 -0.483
S 2.387 -1.032 -0.582
S -0.829 -1.892 -0.322
C 0.284 1.051 0.867
O 0.511 2.151 0.492
N -0.126 0.803 2.216
C 0.410 -0.373 2.800
O 1.458 -0.462 3.342
F -0.405 -1.424 2.716
H -1.390 0.947 -3.423
H -1.820 1.111 -1.640
H 0.950 0.764 -2.716
H 2.208 -2.252 -1.137
H -2.017 -1.337 0.002
H -1.139 0.775 2.312
*
```

HOMO level: -14.7 eV

---

Entry 6:
ORCA calculation (ωB97M-V/def2-TZVPD) on a 2-piece molecular cluster, C3H9NO overall in a non-equilibrium geometry.

ORCA input file:
```
! wB97M-V def2-TZVPD RIJCOSX def2/J DEFGRID3
* xyz 0 1
C -2.649 -2.818 1.920
C -2.071 -1.779 1.239
N -1.355 -2.053 0.105
H -2.760 -2.760 2.998
H -3.365 -3.470 1.436
H -2.322 -0.746 1.467
H -0.762 -1.338 -0.278
H -0.883 -2.938 0.129
C 2.563 3.354 -1.469
O 2.907 2.113 -2.126
H 1.499 3.353 -1.236
H 3.144 3.493 -0.555
H 2.893 4.095 -2.192
H 3.162 1.491 -1.436
*
```

HOMO level: -7.6 eV
relative energy (zero: lowest compared OMol25 entry of this formula, charge and spin): 299.4 kJ/mol
SMILES: C=CN.CO

---

Entry 7:
ORCA calculation (ωB97M-V/def2-TZVPD) on an isolated ion of composition C6H8N and charge +1 in a non-equilibrium geometry.

ORCA input file:
```
! wB97M-V def2-TZVPD RIJCOSX def2/J DEFGRID3
* xyz 1 1
C 1.616 0.147 0.593
C 0.714 -0.867 0.349
C -0.177 1.725 0.620
C 1.204 1.440 0.586
C -0.623 -0.529 0.022
C -1.287 -1.024 -1.364
N -0.938 0.776 0.262
H 2.741 -0.092 0.783
H 1.027 -1.887 0.694
H -0.578 2.660 0.709
H 1.771 2.299 0.557
H -1.173 -1.180 0.855
H -1.147 -2.098 -1.512
H -0.811 -0.494 -2.136
H -2.339 -0.877 -1.017
*
```

HOMO level: -14.9 eV
relative energy (zero: lowest compared OMol25 entry of this formula, charge and spin): 392.7 kJ/mol

---

Entry 8:
ORCA calculation (ωB97M-V/def2-TZVPD) on C4H10N4 as an isolated structure.

ORCA input file:
```
! wB97M-V def2-TZVPD RIJCOSX def2/J DEFGRID3
* xyz 0 1
C 0.802 0.820 0.504
C -0.352 1.626 1.031
N -1.172 -0.931 -0.447
C 1.173 -0.846 -0.892
C -0.089 -0.146 -0.960
N -0.801 -1.795 0.617
N 2.362 -1.020 -0.835
N -0.262 0.777 -1.891
H -1.957 -0.323 -0.240
H -0.952 -1.375 1.530
H -1.328 -2.656 0.548
H 2.812 -1.814 -1.279
H -1.113 0.579 -2.412
H 1.537 1.410 -0.032
H 1.255 0.155 1.235
H -1.073 1.018 1.586
H -0.863 2.134 0.211
H 0.021 2.387 1.725
*
```

HOMO level (spin up / spin down): -7.3 / -7.3 eV
relative energy (zero: lowest compared OMol25 entry of this formula, charge and spin): 524.1 kJ/mol